(one)
Density functional theory data (wB97M-V/def2-TZVPD) for a cluster of 3 separate species, C4H12O2 in total.

```
18
C4H12O2 (wB97M-V/def2-TZVPD)
C -0.8161 1.3735 -0.2749
C -0.2146 0.2859 0.2273
C 0.0549 0.3230 1.7455
C 0.0619 -0.9361 -0.5027
H -1.2642 1.4422 -1.2667
H -0.8804 2.2474 0.3666
H -0.7489 0.8372 2.2821
H 0.2085 -0.6695 2.1821
H 0.9885 0.9209 1.8229
H -0.1739 -0.8659 -1.5686
H 1.1114 -1.2623 -0.5138
H -0.5193 -1.7289 0.0153
O 4.5334 -0.5946 -1.9988
H 4.2887 -1.1448 -1.2469
H 5.4578 -0.8336 -2.1297
O -3.8532 0.0339 0.9257
H -3.9496 -0.3768 0.0652
H -4.6413 -0.1663 1.4371
```

The spin multiplicity is 1. The calculation puts the LUMO energy at 0.752 eV. Its SMILES is C=C(C)C.O.O.

Mulliken population analysis, charges in e, atoms 1 to 2: -1.00, 1.04

(two)
Density functional theory data (wB97M-V/def2-TZVPD) for a cluster of 3 separate species, C4H12O2 in total.

```
18
C4H12O2 (wB97M-V/def2-TZVPD)
C -1.7727 -0.9066 0.7633
C -0.6526 -1.2066 0.0872
C 0.7310 -0.7289 0.3532
C 1.7816 -1.0098 -0.6803
H -2.6727 -1.4659 0.5607
H -1.8428 -0.0661 1.4389
H -0.8447 -1.9797 -0.6500
H 0.7448 0.3466 0.5114
H 1.0299 -1.2034 1.2939
H 2.7415 -0.5533 -0.4157
H 2.0746 -2.0679 -0.7410
H 1.5824 -0.7015 -1.7071
O -0.4928 1.8034 -1.2737
H 0.0614 1.4753 -1.9844
H -0.9397 1.0133 -0.9464
O -0.5084 2.1539 1.4496
H -1.2318 2.6627 1.0532
H 0.2109 2.4345 0.8872
```

The spin multiplicity is 1. The calculation puts the LUMO energy at 0.818 eV. Its SMILES is C=CCC.O.O.

Mulliken population analysis, charges in e, atoms 1 to 2: -0.69, -0.46

(three)
Density functional theory data (wB97M-V/def2-TZVPD) for a cluster of 2 separate species, C4H12O2 in total.

```
18
C4H12O2 (wB97M-V/def2-TZVPD)
C 2.6572 -1.0415 -0.6387
C 1.8347 0.2114 -0.4013
O 2.4017 1.3184 -1.1336
H 2.6812 -1.7506 0.1867
H 2.0886 -1.6360 -1.3594
H 3.6155 -0.8106 -1.0893
H 1.8280 0.4382 0.6690
H 0.8137 0.1716 -0.7790
H 2.3176 2.0932 -0.5718
C -1.8012 -0.2787 1.3300
C -2.2202 0.3130 -0.0045
O -3.5595 0.2476 -0.4232
H -2.1308 -1.3135 1.4232
H -0.7173 -0.1815 1.2811
H -2.2323 0.2288 2.1892
H -1.6018 -0.1015 -0.8032
H -1.8651 1.3269 -0.0531
H -4.1099 0.7649 0.1780
```

The spin multiplicity is 1. The calculation puts the LUMO energy at 0.793 eV. Its SMILES is CCO.CCO.

Mulliken population analysis, charges in e, atoms 1 to 2: -1.08, 0.15

(four)
Density functional theory data (wB97M-V/def2-TZVPD) for a cluster of 3 separate species, C4H12O2 in total.

```
18
C4H12O2 (wB97M-V/def2-TZVPD)
C -0.2449 0.1628 0.3566
C -0.0770 -1.1477 0.2513
C 0.1053 -1.9976 1.4786
C -0.2303 -1.8951 -1.0268
H -0.3384 0.7887 -0.5237
H -0.1807 0.7082 1.2733
H 0.0314 -1.3938 2.3721
H 1.0690 -2.4999 1.4776
H -0.6336 -2.8011 1.4951
H -0.2939 -1.2307 -1.8832
H -1.1495 -2.4758 -0.9844
H 0.6216 -2.5293 -1.2460
O -2.8660 3.4367 -3.0263
H -3.5673 2.8861 -2.6351
H -2.4675 2.7528 -3.5933
O 3.3923 2.2869 2.4686
H 2.7114 2.6937 1.9164
H 4.1182 2.2551 1.8293
```

The spin multiplicity is 1. The calculation puts the LUMO energy at 0.646 eV. Its SMILES is C=C(C)C.O.O.

Mulliken population analysis, charges in e, atoms 1 to 2: -1.04, 1.00

Which is the most stable structure? (four) is the most stable.

(one)
Density functional theory data (wB97M-V/def2-TZVPD) for a cluster of 2 separate species, C4H12O2 in total.

```
18
C4H12O2 (wB97M-V/def2-TZVPD)
C 2.0436 1.3783 -3.0165
C 1.1132 2.5080 -2.5769
O -0.2044 2.3452 -3.1283
H 1.5745 0.7539 -3.7756
H 3.0329 1.6864 -3.3407
H 2.2430 0.6469 -2.2254
H 1.4430 3.4541 -2.9854
H 1.0075 2.4767 -1.5084
H -0.5028 1.4461 -2.9359
C -0.4936 -2.2289 2.6157
C -1.6834 -1.3118 2.8199
O -2.9342 -1.9517 2.9781
H -0.6969 -3.1655 2.0963
H 0.3189 -1.7174 2.0971
H -0.0619 -2.5198 3.5603
H -1.8038 -0.7273 1.9010
H -1.4462 -0.6154 3.6219
H -2.9495 -2.4578 3.8027
```

The spin multiplicity is 1. The calculation puts the LUMO energy at 0.662 eV. Its SMILES is CCO.CCO.

Mulliken population analysis, charges in e, atoms 1 to 2: -0.95, -0.15

(two)
Density functional theory data (wB97M-V/def2-TZVPD) for a cluster of 3 separate species, C4H12O2 in total.

```
18
C4H12O2 (wB97M-V/def2-TZVPD)
C -1.4370 0.1276 -0.8994
C -0.2700 0.4231 -0.3208
C 0.4034 -0.7548 0.4104
C 0.3954 1.7271 -0.0801
H -2.2210 0.8929 -0.9720
H -1.9003 -0.8424 -0.9304
H -0.0542 -1.6892 0.0548
H 1.5096 -0.7705 0.2715
H 0.3895 -0.7077 1.4992
H 0.0294 2.4992 -0.7671
H 0.2101 2.0444 0.9501
H 1.4792 1.6734 -0.2208
O -3.9129 -1.2936 0.3842
H -2.9892 -1.3896 0.5845
H -4.2632 -1.1651 1.2624
O 4.3388 -0.4200 -0.0858
H 4.1049 0.5078 -0.2191
H 4.1876 -0.8626 -0.9215
```

The spin multiplicity is 1. The calculation puts the LUMO energy at 0.665 eV. Its SMILES is C=C(C)C.O.O.

Mulliken population analysis, charges in e, atoms 1 to 2: -1.19, 1.09

Which is the most stable structure? (one) is the most stable.

(one)
Density functional theory data (wB97M-V/def2-TZVPD) for a cluster of 2 separate species, C4H12O2 in total.

```
18
C4H12O2 (wB97M-V/def2-TZVPD)
C -1.6807 0.9326 1.2836
C -2.1059 1.4722 -0.0855
O -2.6028 2.8099 -0.0154
H -1.6880 1.7976 1.9660
H -2.4720 0.2078 1.4843
H -0.6959 0.4773 1.4708
H -2.8775 0.8129 -0.4839
H -1.3994 1.4607 -0.9284
H -3.1276 2.8495 0.7855
C 2.9037 -2.0649 -0.5860
C 1.8504 -0.9774 -0.4352
O 0.7554 -1.1952 -1.3229
H 3.2585 -2.2392 -1.6075
H 3.6778 -1.8657 0.1546
H 2.3957 -2.9924 -0.3226
H 2.2304 0.0319 -0.5345
H 1.4015 -1.0966 0.5810
H 0.1767 -0.4210 -1.4039
```

The spin multiplicity is 1. The calculation puts the LUMO energy at 0.839 eV. Its SMILES is CCO.CCO.

Mulliken population analysis, charges in e, atoms 1 to 2: -0.85, -0.05

(two)
Density functional theory data (wB97M-V/def2-TZVPD) for a cluster of 3 separate species, C4H12O2 in total.

```
18
C4H12O2 (wB97M-V/def2-TZVPD)
C 2.0349 -1.4001 -1.5031
C 2.9326 -1.3552 -0.2944
C 4.1824 -0.8020 -0.4700
C 5.3410 -1.2689 0.2971
H 2.2856 -0.5216 -2.1141
H 2.2333 -2.2882 -2.1217
H 0.9699 -1.3304 -1.2575
H 2.7880 -1.7001 0.7319
H 4.3003 0.0830 -1.1146
H 6.0424 -0.4177 0.5643
H 5.0157 -1.9392 1.0927
H 6.1264 -1.8135 -0.2781
O -5.8781 2.0283 -1.3479
H -5.3554 2.2231 -0.5700
H -5.9030 2.8406 -1.8464
O -5.9275 1.8451 2.9422
H -5.0159 2.1825 2.8238
H -5.5529 0.9388 2.9463
```

The spin multiplicity is 1. The calculation puts the LUMO energy at 0.601 eV. Its SMILES is C/C=C/C.O.O.

Mulliken population analysis, charges in e, atoms 1 to 2: -0.94, -0.23

(three)
Density functional theory data (wB97M-V/def2-TZVPD) for a structure of composition C4H12O2.

```
18
C4H12O2 (wB97M-V/def2-TZVPD)
C 0.6061 -1.0080 -1.6938
C -0.4950 -0.8048 -0.7057
C -0.7568 0.5036 -0.2560
C -1.9576 0.7895 0.5899
H 0.3762 -0.5337 -2.6486
H 0.8115 -2.0681 -1.8523
H 1.5284 -0.5399 -1.3274
H -1.2917 -1.5392 -0.6198
H -0.1706 1.3150 -0.6750
H -2.9065 0.5391 0.1250
H -1.9753 1.8373 0.8772
H -1.9157 0.2005 1.5115
H 1.3161 -0.7962 2.4803
H 1.4575 0.3899 1.0298
O 0.7694 -0.4695 1.7776
H -0.0408 -0.3604 0.4021
H 2.6973 1.4843 0.7034
O 1.9477 1.0606 0.2819
```

The spin multiplicity is 1. The calculation puts the LUMO energy at -0.149 eV.

Mulliken population analysis, charges in e, atoms 1 to 2: -1.17, 0.18

Which is the most stable structure? (one) is the most stable.

(one)
Density functional theory data (wB97M-V/def2-TZVPD) for a cluster of 2 separate species, C2H7NO2 in total.

```
12
C2H7NO2 (wB97M-V/def2-TZVPD)
N -0.7005 -0.5941 1.4425
C -0.6332 0.8408 1.3256
C -0.2084 1.3513 -0.0540
O 0.2303 0.5862 -0.8804
H -1.2569 -1.0071 0.7025
H 0.2219 -0.9880 1.3509
H 0.1607 1.2090 1.9860
H -1.5513 1.3077 1.6873
H -0.1611 2.4258 -0.2984
O 1.3661 -1.9932 -2.6974
H 1.1998 -2.1086 -1.7513
H 1.3325 -1.0298 -2.8134
```

The spin multiplicity is 1. The calculation puts the LUMO energy at 0.725 eV. Its SMILES is NCC=O.O.

Mulliken population analysis, charges in e, atoms 1 to 2: -0.57, -0.53

(two)
Density functional theory data (wB97M-V/def2-TZVPD) for a cluster of 2 separate species, C2H7NO2 in total.

```
12
C2H7NO2 (wB97M-V/def2-TZVPD)
C 1.1599 -0.6946 0.3751
N 0.3589 -0.2562 1.5199
C -0.9377 0.0822 1.4178
O -1.5789 0.2759 0.3726
H 2.2112 -0.5097 0.6530
H 0.9428 -0.1525 -0.5607
H 1.0285 -1.7748 0.1945
H 0.6116 -0.5793 2.4571
H -1.3917 0.1298 2.4372
O -0.8496 0.8098 -2.7654
H -1.2656 1.0982 -3.6091
H -0.2894 1.5712 -2.4920
```

The spin multiplicity is 1. The calculation puts the LUMO energy at 0.815 eV. Its SMILES is CNC=O.O.

Mulliken population analysis, charges in e, atoms 1 to 2: -0.62, -0.18

Which is the most stable structure? (two) is the most stable.